Entry 1:
{
  "formula": "C23H28N2O4",
  "method": "ωB97M-V/def2-TZVPD",
  "species": ["C", "C", "O", "C", "C", "C", "C", "C", "C", "N", "C", "O", "C", "C", "C", "C", "N", "C", "C", "C", "C", "O", "C", "C", "C", "C", "O", "C", "C", "H", "H", "H", "H", "H", "H", "H", "H", "H", "H", "H", "H", "H", "H", "H", "H", "H", "H", "H", "H", "H", "H", "H", "H", "H", "H", "H", "H"],
  "coordinates": [[-2.623, -2.550, 1.138], [-1.502, -1.689, 1.699], [-0.364, -1.885, 0.885], [0.764, -1.181, 1.170], [0.884, -0.253, 2.188], [2.069, 0.449, 2.364], [3.153, 0.227, 1.537], [4.361, 1.122, 1.604], [4.306, 2.139, 0.438], [2.936, 2.487, 0.133], [2.303, 1.853, -0.894], [2.922, 1.399, -1.842], [0.825, 1.716, -0.790], [0.226, 0.810, -1.664], [-1.114, 0.503, -1.574], [-1.901, 1.104, -0.594], [-3.261, 0.790, -0.489], [-4.007, 0.259, -1.615], [-5.466, 0.465, -1.206], [-5.406, 0.363, 0.314], [-4.000, 0.827, 0.657], [-3.604, 1.140, 1.756], [-1.318, 2.039, 0.262], [0.026, 2.336, 0.166], [3.050, -0.734, 0.534], [1.878, -1.444, 0.339], [1.680, -2.409, -0.598], [2.737, -2.776, -1.462], [2.892, -1.838, -2.656], [-2.339, -3.598, 1.167], [-2.814, -2.276, 0.104], [-3.526, -2.405, 1.725], [-1.799, -0.633, 1.699], [-1.282, -1.987, 2.734], [0.053, -0.046, 2.842], [2.132, 1.180, 3.157], [5.285, 0.547, 1.532], [4.364, 1.656, 2.556], [4.718, 1.703, -0.474], [4.870, 3.041, 0.688], [2.378, 2.730, 0.937], [0.844, 0.338, -2.411], [-1.536, -0.221, -2.251], [-3.744, 0.793, -2.530], [-3.790, -0.808, -1.753], [-6.127, -0.271, -1.658], [-5.800, 1.460, -1.502], [-6.149, 0.968, 0.830], [-5.512, -0.669, 0.654], [-1.922, 2.520, 1.013], [0.429, 3.078, 0.839], [3.900, -0.895, -0.109], [2.461, -3.776, -1.813], [3.679, -2.859, -0.906], [1.983, -1.853, -3.253], [3.721, -2.171, -3.275], [3.078, -0.815, -2.338]],
  "forces_ev_per_a": [[0.4, 0.2, 0.1], [-0.3, 0.1, 0.2], [0.3, -0.1, -0.1], [0.0, -0.1, -0.1], [-0.2, -0.2, -0.1], [0.2, -0.1, 0.0], [0.0, 0.0, 0.4], [-0.1, 0.0, -0.2], [0.3, 0.0, 0.0], [0.0, 0.4, 0.1], [0.1, 0.3, 0.0], [0.0, -0.1, -0.1], [-0.4, -0.2, -0.1], [0.2, 0.2, 0.1], [-0.2, 0.0, 0.1], [0.5, 0.1, 0.1], [0.0, 0.1, -0.3], [-0.1, -0.1, -0.3], [0.0, -0.1, 0.0], [-0.1, 0.1, 0.0], [-0.4, -0.1, 0.2], [0.1, 0.1, 0.3], [-0.2, 0.1, 0.1], [0.1, -0.1, -0.3], [0.0, -0.2, 0.0], [-0.2, -0.1, 0.0], [-0.2, 0.2, 0.3], [0.3, -0.1, -0.4], [-0.1, -0.1, 0.4], [0.0, -0.1, 0.0], [-0.1, 0.0, -0.2], [-0.1, 0.0, 0.1], [0.1, -0.1, 0.0], [0.0, 0.1, -0.1], [-0.1, 0.0, 0.0], [0.0, 0.1, 0.1], [0.1, 0.0, 0.1], [0.0, 0.0, 0.0], [0.0, 0.1, 0.1], [0.0, -0.1, -0.1], [-0.1, -0.1, -0.1], [0.1, -0.1, 0.0], [-0.1, -0.1, -0.1], [0.0, -0.1, 0.1], [0.0, 0.1, -0.1], [0.0, 0.0, 0.0], [0.0, 0.0, 0.0], [0.1, 0.0, 0.1], [0.0, 0.0, 0.0], [0.0, 0.0, 0.0], [0.0, 0.0, 0.1], [0.1, 0.0, -0.2], [0.1, 0.1, 0.1], [-0.1, 0.0, 0.0], [-0.1, 0.0, -0.1], [0.1, 0.0, -0.1], [0.0, 0.1, 0.0]],
  "charge": 0,
  "spin_multiplicity": 1,
  "homo_lumo_gap_ha": 0.31028,
  "de_lowest_ev": 1.493,
  "homo_ev": -7.761
}

***

Entry 2:
{
  "formula": "C23H28N2O5",
  "method": "ωB97M-V/def2-TZVPD",
  "species": ["C", "O", "C", "O", "C", "C", "C", "C", "C", "C", "C", "C", "N", "C", "O", "C", "C", "C", "C", "O", "N", "C", "C", "C", "C", "C", "C", "O", "C", "C", "H", "H", "H", "H", "H", "H", "H", "H", "H", "H", "H", "H", "H", "H", "H", "H", "H", "H", "H", "H", "H", "H", "H", "H", "H", "H", "H", "H"],
  "coordinates": [[-0.938, -0.978, -2.869], [-1.657, -0.590, -2.003], [-2.874, -1.112, -1.449], [-3.346, -2.114, -1.906], [-3.500, -0.356, -0.412], [-3.729, -1.384, 0.746], [-2.114, -1.967, 1.274], [-1.533, -1.347, 2.358], [-0.216, -1.772, 2.749], [0.307, -2.595, 1.981], [-0.499, -3.297, 1.114], [-1.608, -2.923, 0.618], [-2.821, 0.802, 0.092], [-3.224, 1.980, 0.064], [-4.396, 2.477, -0.418], [-2.457, 3.193, 0.559], [-1.387, 3.631, -0.512], [-0.457, 2.532, -0.865], [0.510, 2.052, 0.088], [-0.036, 1.069, 0.954], [1.568, 2.496, 0.263], [2.570, 2.067, 1.351], [3.533, 1.160, 0.747], [4.813, 1.520, 0.491], [5.826, 0.939, -0.369], [5.403, -0.616, -0.870], [4.169, -0.865, -0.691], [3.819, -2.047, -1.228], [2.473, -2.742, -1.085], [3.190, 0.058, -0.195], [-0.620, -2.041, -2.765], [0.091, -0.319, -3.087], [-1.536, -0.935, -3.887], [-4.524, -0.175, -0.575], [-4.208, -1.068, 1.576], [-4.269, -2.275, 0.460], [-2.061, -0.317, 3.023], [0.267, -1.165, 3.626], [1.334, -3.078, 2.497], [0.299, -4.140, 0.478], [-2.113, -3.459, -0.181], [-1.919, 0.598, 0.568], [-1.781, 2.506, 1.395], [-2.965, 4.003, 1.045], [-0.867, 4.423, 0.194], [-1.915, 3.904, -1.161], [-0.920, 1.724, -1.272], [0.095, 3.123, -1.448], [1.835, 3.296, -0.131], [3.039, 2.819, 1.847], [1.889, 1.469, 2.093], [5.241, 2.466, 0.861], [6.813, 1.230, -0.535], [6.043, -1.073, -1.559], [2.247, -2.848, 0.000], [1.768, -1.757, -1.446], [2.515, -3.560, -1.763], [2.175, -0.414, 0.484]],
  "forces_ev_per_a": [[7.3, -4.1, -11.8], [-8.7, 5.7, 12.2], [2.3, -1.3, -4.5], [0.3, 0.2, 0.1], [-0.8, 0.0, 3.8], [5.6, -2.6, -0.9], [-8.5, 8.5, 3.3], [-0.6, 3.1, 2.6], [-4.8, 9.2, 5.9], [6.5, -7.7, -0.3], [10.6, -5.8, -2.8], [-1.9, -4.6, -4.9], [2.6, -4.9, 0.5], [-7.8, 10.0, -2.2], [3.7, -3.6, 1.1], [4.5, -5.3, 2.4], [5.5, -2.9, 14.9], [0.3, 1.5, 1.1], [-14.7, -9.7, 4.5], [2.6, 3.2, -3.4], [12.2, 2.1, 5.2], [-4.7, -4.1, -0.1], [0.6, -3.3, -5.5], [5.9, 2.3, -1.3], [-5.6, -6.4, 0.8], [6.7, 9.1, 1.1], [-6.9, -0.9, 0.4], [-1.4, -2.9, -0.3], [0.0, 6.8, 0.4], [-3.0, -1.0, 7.1], [0.2, 0.3, -0.1], [-2.6, -1.4, 0.9], [1.4, -0.3, 1.0], [-1.1, 1.0, -1.4], [-1.4, 2.0, 2.6], [0.1, -0.1, -0.7], [1.5, -3.6, -2.4], [-0.7, -1.5, -1.8], [-2.4, 1.1, -2.4], [-3.0, 2.0, 1.8], [0.1, 0.2, 0.1], [-0.1, 0.4, -0.4], [-1.3, 2.8, -1.4], [-0.7, -0.1, -0.2], [-0.6, -0.9, -2.4], [-6.8, 4.8, -10.4], [-1.2, -2.1, -1.7], [2.5, 1.3, -4.1], [1.3, 3.7, -2.5], [1.0, 2.7, 1.0], [1.1, 1.2, -1.2], [-0.6, -0.1, 0.4], [1.2, 0.9, -0.1], [0.9, -1.1, -0.4], [0.2, -0.6, -0.9], [1.1, -3.4, 0.7], [-0.1, -0.6, -0.1], [2.3, 0.9, -3.2]],
  "charge": 0,
  "spin_multiplicity": 1,
  "homo_lumo_gap_ha": 0.29111,
  "de_lowest_ev": 19.860,
  "homo_ev": -8.341
}

***

Entry 3:
{
  "formula": "C23H28N4O2",
  "method": "ωB97M-V/def2-TZVPD",
  "species": ["C", "C", "C", "C", "C", "N", "C", "N", "C", "C", "N", "C", "O", "C", "C", "C", "C", "O", "C", "C", "C", "C", "N", "C", "C", "C", "C", "C", "C", "H", "H", "H", "H", "H", "H", "H", "H", "H", "H", "H", "H", "H", "H", "H", "H", "H", "H", "H", "H", "H", "H", "H", "H", "H", "H", "H", "H"],
  "coordinates": [[-1.318, -5.802, -0.267], [-2.525, -4.873, -0.238], [-2.105, -3.407, -0.170], [-3.310, -2.473, -0.138], [-2.930, -1.019, -0.092], [-1.645, -0.749, -0.204], [-1.199, 0.508, -0.162], [0.137, 0.647, -0.347], [0.978, -0.529, -0.396], [2.313, -0.227, 0.277], [3.000, 0.810, -0.459], [4.342, 0.935, -0.610], [4.827, 1.750, -1.374], [5.199, 0.057, 0.223], [5.134, -0.355, 1.531], [6.331, -1.057, 1.785], [7.036, -1.020, 0.619], [6.367, -0.347, -0.318], [2.147, 1.708, -1.217], [0.817, 1.914, -0.504], [-2.095, 1.577, 0.078], [-1.692, 2.906, 0.291], [-1.433, 4.005, 0.511], [-3.470, 1.291, 0.176], [-3.906, -0.022, 0.056], [-5.362, -0.387, 0.130], [-6.275, 0.824, -0.029], [-5.794, 1.944, 0.881], [-4.428, 2.425, 0.407], [-1.635, -6.841, -0.318], [-0.714, -5.671, 0.628], [-0.695, -5.590, -1.134], [-3.147, -5.114, 0.628], [-3.129, -5.036, -1.134], [-1.503, -3.241, 0.725], [-1.487, -3.160, -1.033], [-3.925, -2.645, -1.028], [-3.934, -2.702, 0.730], [0.457, -1.335, 0.122], [1.145, -0.846, -1.433], [2.929, -1.129, 0.304], [2.123, 0.096, 1.309], [4.351, -0.161, 2.234], [6.624, -1.520, 2.705], [7.989, -1.429, 0.346], [1.975, 1.309, -2.225], [2.674, 2.659, -1.322], [0.993, 2.389, 0.471], [0.203, 2.592, -1.102], [-5.592, -1.126, -0.642], [-5.556, -0.863, 1.098], [-7.302, 0.543, 0.214], [-6.256, 1.167, -1.066], [-6.498, 2.778, 0.875], [-5.720, 1.574, 1.906], [-3.999, 3.125, 1.128], [-4.541, 2.973, -0.535]],
  "forces_ev_per_a": [[-0.3, 0.0, 0.0], [0.3, 0.1, 0.0], [-0.4, -0.2, 0.0], [0.3, -0.1, 0.0], [-0.1, 0.4, 0.0], [0.0, -0.1, -0.1], [-0.3, 0.2, 0.1], [0.0, 0.0, 0.0], [0.2, -0.3, 0.2], [-0.2, -0.4, 0.1], [0.0, 0.1, 0.0], [0.0, 0.0, -0.1], [0.2, 0.0, -0.1], [-0.3, -0.1, 0.9], [-0.1, 0.3, -0.8], [0.4, -0.1, -0.4], [0.0, -0.3, 0.9], [0.0, 0.2, -0.6], [0.0, 0.3, -0.1], [0.2, 0.4, 0.0], [-0.2, -1.1, -0.2], [0.2, 0.8, 0.2], [0.0, 0.2, 0.0], [0.2, -0.2, -0.1], [0.1, 0.1, 0.0], [-0.1, 0.0, -0.1], [0.0, -0.1, 0.3], [0.0, 0.0, -0.3], [-0.2, 0.0, 0.2], [0.1, -0.1, 0.0], [0.1, 0.0, 0.1], [0.1, 0.0, -0.1], [-0.1, 0.0, 0.0], [-0.1, 0.0, 0.0], [0.1, 0.0, 0.0], [0.1, 0.0, 0.0], [-0.1, 0.0, 0.0], [-0.1, 0.0, 0.0], [0.2, 0.1, -0.1], [0.0, -0.1, 0.1], [-0.1, 0.1, 0.0], [0.0, -0.1, 0.0], [-0.2, 0.1, 0.1], [0.1, -0.1, 0.2], [0.1, 0.0, -0.1], [0.0, 0.1, 0.0], [-0.2, -0.1, 0.0], [0.0, 0.0, -0.2], [0.2, -0.1, 0.1], [0.0, 0.0, 0.1], [-0.1, -0.1, 0.0], [0.0, 0.0, -0.1], [0.0, 0.0, -0.1], [0.0, 0.0, 0.1], [0.0, 0.0, 0.1], [0.0, 0.0, -0.1], [0.0, 0.1, 0.0]],
  "charge": 0,
  "spin_multiplicity": 1,
  "homo_lumo_gap_ha": 0.31476,
  "de_lowest_ev": 2.095,
  "homo_ev": -8.022
}

***

Entry 4:
{
  "formula": "C23H28N4O2Zr",
  "method": "ωB97M-V/def2-TZVPD",
  "species": ["N", "C", "C", "H", "H", "H", "N", "C", "C", "H", "H", "H", "N", "C", "C", "H", "H", "H", "Zr", "C", "O", "C", "O", "C", "C", "C", "C", "C", "C", "H", "H", "H", "H", "H", "H", "C", "N", "C", "C", "C", "C", "C", "C", "C", "C", "H", "H", "H", "H", "H", "H", "H", "H", "H", "H", "H", "H", "H"],
  "coordinates": [[-2.346, -1.901, -1.084], [-3.393, -1.743, -1.566], [-4.734, -1.533, -2.095], [-5.194, -0.658, -1.612], [-5.369, -2.410, -1.898], [-4.699, -1.368, -3.182], [2.812, -2.138, -3.378], [3.192, -2.462, -4.428], [3.710, -2.900, -5.719], [3.816, -3.999, -5.728], [4.701, -2.451, -5.897], [3.027, -2.597, -6.525], [1.698, 2.713, -0.883], [1.763, 3.795, -1.306], [1.832, 5.185, -1.750], [2.143, 5.238, -2.807], [2.552, 5.752, -1.138], [0.839, 5.654, -1.648], [0.824, -0.290, -0.410], [2.319, 0.385, -1.983], [3.102, 0.759, -2.740], [0.260, -1.842, -1.989], [-0.024, -2.618, -2.793], [1.033, -2.532, 0.845], [0.839, -1.394, 1.671], [1.906, -0.445, 1.796], [3.067, -0.630, 1.002], [3.319, -1.865, 0.361], [2.305, -2.816, 0.295], [0.206, -3.246, 0.752], [-0.111, -1.249, 2.190], [1.837, 0.405, 2.475], [3.812, 0.171, 0.953], [4.271, -2.037, -0.151], [2.458, -3.744, -0.264], [-2.383, -0.360, 3.468], [-1.367, 0.604, 3.977], [-0.266, -0.078, 4.710], [-0.820, 1.622, 2.974], [-1.434, 1.550, 1.614], [-2.724, 2.040, 1.312], [-3.178, 2.099, -0.015], [-2.447, 1.573, -1.076], [-1.215, 0.968, -0.774], [-0.730, 0.973, 0.542], [-1.939, -0.970, 2.669], [-3.264, 0.172, 3.106], [-2.662, -1.014, 4.305], [-1.866, 1.195, 4.664], [0.021, -0.951, 4.124], [0.575, 0.603, 4.810], [-0.615, -0.399, 5.689], [-0.953, 2.588, 3.468], [0.260, 1.433, 2.918], [-3.346, 2.401, 2.140], [-4.132, 2.564, -0.221], [-2.707, 1.654, -2.124], [-0.580, 0.544, -1.647]],
  "forces_ev_per_a": [[-1.0, 0.5, -0.6], [1.1, -0.3, 0.8], [-0.4, 0.0, -0.3], [0.2, -0.3, -0.1], [0.3, 0.2, 0.0], [0.0, -0.1, 0.3], [0.3, -0.2, -1.0], [-0.2, 0.2, 1.1], [0.2, -0.2, -0.3], [-0.1, 0.5, 0.1], [-0.4, -0.1, 0.1], [0.2, -0.1, 0.3], [-0.1, 0.6, -0.5], [0.0, -1.0, 0.8], [-0.1, 0.2, -0.2], [-0.1, -0.1, 0.4], [-0.2, -0.3, -0.2], [0.3, -0.2, 0.0], [-0.9, 2.0, 1.3], [4.5, 2.1, -4.5], [-3.3, -1.6, 3.2], [-1.9, -4.4, -4.7], [1.3, 3.4, 3.6], [-0.2, -0.2, 0.9], [1.0, -0.2, 0.8], [-0.3, -0.8, -0.1], [0.1, 0.2, 0.6], [0.0, 0.9, -0.5], [-0.9, -0.2, -0.5], [0.3, 0.2, -0.1], [0.5, -0.2, -0.2], [0.0, -0.2, -0.4], [-0.1, -0.3, 0.2], [-0.3, 0.1, 0.2], [0.0, 0.2, 0.2], [-0.1, -0.6, 0.1], [-0.7, 1.0, 0.6], [0.1, -0.3, 0.1], [0.3, -0.2, 0.2], [-0.8, 0.0, -1.1], [1.1, -0.1, 0.4], [-0.1, -0.3, -0.3], [0.8, 0.0, -0.1], [0.2, 0.3, 1.1], [1.1, -1.1, -1.5], [-0.3, 0.3, 0.2], [0.2, -0.2, 0.1], [0.0, 0.2, -0.3], [0.2, -0.5, -0.1], [0.1, 0.0, 0.3], [0.0, 0.0, 0.2], [0.0, 0.0, 0.0], [0.0, 0.0, -0.3], [-0.5, 0.2, -0.1], [0.1, 0.1, -0.5], [-0.1, 0.0, 0.0], [-0.5, 0.1, 0.1], [-1.1, 0.7, 0.3]],
  "charge": 4,
  "spin_multiplicity": 1,
  "homo_lumo_gap_ha": 0.23557,
  "de_lowest_ev": 0.291,
  "homo_ev": -21.403
}

***

| no. | LUMO energy (eV) |
| --- | --- |
| 1 | 0.68 |
| 2 | -0.42 |
| 3 | 0.54 |
| 4 | -14.99 |